Entry 1:
The following is a DFT calculation (wB97M-V/def2-TZVPD) of C37H31BeCl3N3OP2S as an isolated structure in a non-equilibrium geometry.

Geometry as XYZ:
```
79
C37H31BeCl3N3OP2S, DFT wB97M-V/def2-TZVPD
Be -0.014 -0.328 1.288
Cl 1.885 0.030 8.124
C 1.273 -0.146 6.526
C 1.920 0.480 5.470
C 1.419 0.311 4.194
Cl 2.172 1.079 2.848
C 0.294 -0.474 3.917
O -0.137 -0.640 2.680
C -0.345 -1.062 5.017
Cl -1.762 -1.983 4.719
C 0.130 -0.903 6.307
H 2.799 1.078 5.642
H -0.374 -1.359 7.145
N 0.996 1.330 -0.458
P -0.312 1.743 0.519
C 0.187 3.175 1.516
C 1.405 3.829 1.368
C 1.664 4.953 2.134
C 0.735 5.395 3.064
C -0.461 4.717 3.241
C -0.739 3.612 2.460
C -1.378 2.575 -0.704
C -2.643 2.086 -1.003
C -3.403 2.698 -1.986
C -2.900 3.788 -2.677
C -1.644 4.290 -2.367
C -0.887 3.692 -1.377
P 1.777 -0.138 -0.148
C 1.650 -1.030 -1.729
C 2.423 -2.181 -1.847
C 2.298 -2.988 -2.962
C 1.396 -2.651 -3.959
C 0.629 -1.503 -3.845
C 0.754 -0.688 -2.734
C 3.533 0.351 -0.236
C 3.963 1.068 -1.351
C 5.274 1.492 -1.434
C 6.169 1.182 -0.421
C 5.752 0.443 0.673
C 4.435 0.025 0.768
H 1.437 2.019 -1.068
H 2.154 3.446 0.684
H 2.603 5.477 2.016
H 0.948 6.268 3.660
H -1.173 5.043 3.984
H -1.673 3.074 2.571
H -3.026 1.231 -0.462
H -4.390 2.325 -2.216
H -3.487 4.254 -3.454
H -1.259 5.151 -2.895
H 0.081 4.099 -1.114
H 3.111 -2.440 -1.051
H 2.903 -3.877 -3.059
H 1.288 -3.289 -4.823
H -0.069 -1.245 -4.627
H 0.132 0.192 -2.636
H 3.276 1.280 -2.162
H 5.599 2.061 -2.291
H 7.194 1.513 -0.490
H 6.448 0.191 1.458
H 4.106 -0.552 1.620
N -3.326 -2.484 0.533
C -2.313 -2.542 -0.331
S -0.892 -1.605 -0.193
N -2.324 -3.330 -1.407
C -3.337 -4.111 -1.999
C -4.676 -3.737 -2.005
C -5.599 -4.524 -2.674
C -5.196 -5.672 -3.334
C -3.861 -6.044 -3.325
C -2.933 -5.262 -2.669
H -3.202 -1.964 1.387
H -4.075 -3.161 0.499
H -1.435 -3.349 -1.895
H -4.987 -2.813 -1.542
H -6.637 -4.230 -2.693
H -5.915 -6.270 -3.869
H -3.540 -6.938 -3.836
H -1.886 -5.529 -2.672
```

As for the molecular weight: 743.1 g mol⁻¹. The HOMO-LUMO gap is 0.297 hartree. Its total charge is +1. As for the spin multiplicity: 1. The highest occupied orbital energy comes out at -10.330 eV.



Entry 2:
The following is a DFT calculation (wB97M-V/def2-TZVPD) of C37H31Cl3N8O5Pb as an isolated structure in a non-equilibrium geometry.

Geometry as XYZ:
```
85
C37H31Cl3N8O5Pb, DFT wB97M-V/def2-TZVPD
Pb 0.198 -0.046 -1.657
C 3.193 3.462 -1.191
O 2.937 2.220 -0.564
C 2.903 2.146 0.781
C 3.143 3.161 1.700
C 3.013 2.952 3.075
C 2.631 1.743 3.611
C 2.414 0.693 2.715
C 2.033 -0.663 2.825
N 1.955 -1.199 1.618
N 1.632 -2.388 1.352
C 1.616 -2.911 0.091
O 1.928 -2.294 -0.919
C 1.194 -4.327 0.112
C 0.550 -4.851 1.232
C 0.113 -6.160 1.231
C 0.309 -6.958 0.115
C 0.949 -6.445 -1.000
C 1.392 -5.136 -1.004
C 2.560 0.908 1.334
O 2.290 -0.222 0.645
H 3.131 3.255 -2.258
H 4.193 3.832 -0.943
H 2.441 4.211 -0.925
H 3.439 4.138 1.357
H 3.205 3.783 3.736
H 2.512 1.604 4.672
H 1.844 -1.267 3.689
H 0.384 -4.208 2.083
H -0.392 -6.562 2.098
H -0.055 -7.973 0.111
H 1.092 -7.070 -1.868
H 1.890 -4.727 -1.870
Cl -6.906 -2.696 -0.778
C -5.196 -2.492 -0.913
C -4.665 -1.215 -0.996
C -3.295 -1.071 -1.066
Cl -2.610 0.525 -1.182
C -2.382 -2.151 -1.067
O -1.113 -2.000 -1.100
C -3.001 -3.428 -1.030
Cl -1.976 -4.816 -1.113
C -4.364 -3.602 -0.934
H -5.301 -0.345 -1.004
H -4.772 -4.599 -0.886
N -0.012 6.162 -3.129
C -0.118 5.078 -3.508
N -0.230 3.884 -3.979
C -0.161 2.765 -3.453
N -0.093 1.667 -3.035
N -1.234 4.868 8.434
C -1.120 4.528 7.346
C -0.938 4.133 5.998
C -1.185 2.820 5.595
C -1.000 2.453 4.277
C -0.551 3.384 3.342
C -0.295 4.693 3.750
C -0.493 5.068 5.063
N -0.378 3.023 1.998
C -0.251 3.882 0.932
C -0.101 3.110 -0.174
N -0.123 1.796 0.181
C -0.300 1.773 1.476
H -1.526 2.094 6.317
H -1.229 1.445 3.974
H 0.056 5.428 3.045
H -0.302 6.084 5.379
H -0.315 4.945 1.012
H -0.001 3.411 -1.194
H -0.389 0.871 2.046
C -2.162 -0.106 -4.826
C -1.577 -1.470 -4.496
O -0.224 -1.333 -4.085
C 0.479 -2.571 -4.044
C 1.976 -2.300 -4.062
H -3.145 -0.228 -5.271
H -1.514 0.413 -5.527
H -2.246 0.502 -3.933
H -1.607 -2.108 -5.393
H -2.166 -1.968 -3.712
H 0.192 -3.166 -4.923
H 0.200 -3.129 -3.141
H 2.226 -1.604 -4.859
H 2.518 -3.228 -4.223
H 2.283 -1.880 -3.111
```

As for the molecular weight: 981.3 g mol⁻¹. The HOMO-LUMO gap is 0.244 hartree. As for the spin multiplicity: 1. The highest occupied orbital energy comes out at -7.623 eV.



Entry 3:
The following is a DFT calculation (wB97M-V/def2-TZVPD) of a 2-piece molecular cluster, C37H31NO4S overall in a non-equilibrium geometry.

Geometry as XYZ:
```
74
C37H31NO4S, DFT wB97M-V/def2-TZVPD
C -2.063 0.885 5.441
C -1.722 2.058 4.756
C -1.827 2.115 3.363
C -2.314 1.015 2.604
C -2.440 1.124 1.179
C -2.006 2.243 0.463
N -1.661 3.175 -0.175
S -3.142 -0.203 0.209
C -3.420 0.635 -1.360
C -4.701 1.092 -1.680
C -4.932 1.657 -2.934
C -3.910 1.691 -3.889
C -2.643 1.188 -3.578
C -2.400 0.656 -2.311
O -2.109 -1.196 0.000
O -4.448 -0.595 0.683
C -2.660 -0.162 3.326
C -2.521 -0.224 4.712
H -1.975 0.833 6.529
H -1.376 2.939 5.304
H -1.550 3.022 2.821
H -5.507 0.995 -0.954
H -5.921 2.059 -3.163
H -4.103 2.099 -4.882
H -1.842 1.201 -4.318
H -1.429 0.230 -2.055
H -3.047 -1.034 2.794
H -2.786 -1.149 5.233
C 4.457 5.588 6.490
O 4.906 5.226 5.161
C 4.365 4.129 4.567
C 4.503 4.022 3.162
C 3.843 3.030 2.467
C 3.109 2.014 3.134
C 2.465 0.932 2.392
C 2.163 1.119 1.010
C 1.727 0.149 0.132
C 1.406 0.335 -1.264
C 1.083 -0.809 -2.043
C 0.894 -0.707 -3.417
C 0.984 0.544 -4.046
C 1.228 1.692 -3.281
C 1.422 1.602 -1.903
C 2.246 -0.352 3.057
C 3.191 -0.805 4.019
C 3.133 -2.049 4.594
C 2.057 -2.911 4.291
O 2.092 -4.146 4.866
C 0.900 -4.972 4.806
C 1.058 -2.469 3.384
C 1.157 -1.218 2.785
C 3.075 2.083 4.557
C 3.661 3.119 5.267
H 5.040 6.476 6.742
H 3.383 5.828 6.490
H 4.655 4.786 7.216
H 5.101 4.756 2.630
H 3.938 2.997 1.384
H 2.364 2.104 0.581
H 1.720 -0.887 0.464
H 1.015 -1.772 -1.528
H 0.685 -1.607 -3.998
H 0.868 0.622 -5.128
H 1.277 2.673 -3.756
H 1.596 2.500 -1.306
H 4.005 -0.153 4.324
H 3.918 -2.385 5.266
H 1.159 -5.863 5.386
H 0.045 -4.449 5.264
H 0.663 -5.246 3.767
H 0.229 -3.125 3.110
H 0.362 -0.902 2.105
H 2.600 1.288 5.135
H 3.559 3.147 6.353
```

As for the molecular weight: 585.7 g mol⁻¹. The HOMO-LUMO gap is 0.111 hartree. As for the spin multiplicity: 1. The highest occupied orbital energy comes out at -5.702 eV.